No. 1
Computed, not measured: a cluster of 11 separate species, C48H74BN2O31 in total in a non-equilibrium geometry, with ωB97M-V with the def2-TZVPD basis set.

Cartesian coordinates (Å):
1 C 2.481113 4.564833 0.137387
2 C 3.401368 4.002697 -1.097595
3 B 2.592761 3.121199 -2.225806
4 O 3.200935 3.070393 -3.600637
5 N 1.322676 2.318294 -2.012741
6 C 0.073712 3.143165 -2.231341
7 C -0.978977 2.532577 -3.330371
8 C -2.015061 1.401065 -2.740720
9 C -1.792965 -0.092844 -3.451013
10 C -0.744108 -1.030100 -2.547216
11 C 0.221873 -1.989711 -3.483169
12 C -0.489552 -3.374669 -3.995963
13 C -0.699743 -4.516322 -2.829103
14 C 0.666465 -5.337250 -2.436404
15 C 0.424663 -6.934602 -2.088620
16 C -0.058151 -7.153104 -0.508899
17 C 0.912551 -8.162598 0.343342
18 N 2.263041 -7.591915 0.717183
19 C 3.564397 -7.610502 -0.102177
20 C 4.802008 -6.901306 0.743800
21 C 4.152464 -6.413123 2.199875
22 C 2.582288 -6.910619 2.064232
23 H 1.783345 5.471803 -0.199603
24 H 3.180251 5.019720 0.982124
25 H 1.853291 3.718269 0.661363
26 H 4.302531 3.397195 -0.617341
27 H 3.877060 4.944249 -1.645421
28 H 3.214120 2.085356 -3.870397
29 H 0.405506 4.209151 -2.638743
30 H -0.487767 3.318904 -1.199556
31 H -1.581360 3.464202 -3.768190
32 H -0.433862 2.053226 -4.275268
33 H -3.115897 1.755224 -3.035460
34 H -1.974665 1.262953 -1.572605
35 H -2.864683 -0.617844 -3.460474
36 H -1.378045 0.099316 -4.532911
37 H -1.324013 -1.657454 -1.747595
38 H -0.030882 -0.274039 -1.966293
39 H 1.253820 -2.158129 -2.945199
40 H 0.445062 -1.349424 -4.465465
41 H -1.556934 -3.186397 -4.485924
42 H 0.176613 -3.831830 -4.871503
43 H -1.149879 -3.990696 -1.870903
44 H -1.523208 -5.266820 -3.256080
45 H 1.239461 -4.884556 -1.509771
46 H 1.386003 -5.306019 -3.381414
47 H 1.370383 -7.600062 -2.339552
48 H -0.443121 -7.320362 -2.804154
49 H -1.120671 -7.690788 -0.592954
50 H -0.265613 -6.115887 0.013768
51 H 1.106506 -9.116465 -0.306468
52 H 0.361617 -8.405043 1.374282
53 H 3.713793 -8.083964 -1.176993
54 H 5.918537 -6.754912 0.422562
55 H 4.700306 -5.885738 3.102304
56 H 1.888096 -6.720108 2.989010
57 C -3.133894 2.124390 1.726769
58 C -2.985601 3.606125 1.602412
59 O -3.244979 3.845272 0.232140
60 C -4.002093 2.801656 -0.216527
61 O -4.548045 2.765451 -1.306624
62 O -4.069228 1.804954 0.713823
63 H -3.508799 1.824400 2.709159
64 H -2.198545 1.592017 1.524813
65 H -3.721638 4.151791 2.202241
66 H -1.982832 3.948119 1.872879
67 C -0.602632 7.878786 -2.076884
68 C -1.881498 7.170037 -2.385381
69 O -1.735798 5.930683 -1.718380
70 C -0.832332 6.124576 -0.713487
71 O -0.595455 5.313099 0.165762
72 O -0.229712 7.344777 -0.820415
73 H -0.731863 8.962779 -2.014458
74 H 0.185255 7.655387 -2.803802
75 H -2.755903 7.689574 -1.979433
76 H -2.024769 7.018427 -3.458762
77 C -3.466708 -5.871063 -7.894551
78 C -3.099698 -4.540033 -7.323013
79 O -2.473351 -4.873090 -6.098726
80 C -2.009901 -6.150975 -6.224752
81 O -1.271945 -6.698224 -5.422492
82 O -2.479023 -6.735712 -7.365578
83 H -3.441218 -5.876209 -8.987694
84 H -4.451684 -6.212818 -7.559725
85 H -2.384085 -3.998456 -7.950620
86 H -3.973567 -3.905482 -7.151677
87 C -7.475243 2.300845 -2.196802
88 C -8.416687 1.142956 -2.119549
89 O -9.623016 1.733502 -1.674418
90 C -9.571310 3.052512 -2.022549
91 O -10.513538 3.823033 -1.943890
92 O -8.328565 3.396147 -2.470853
93 H -6.731744 2.180854 -2.989551
94 H -6.958611 2.483824 -1.248809
95 H -8.589448 0.678666 -3.096220
96 H -8.077375 0.376928 -1.416891
97 C 3.898812 1.411927 2.815956
98 C 2.957368 0.254038 2.893210
99 O 1.751040 0.844584 3.338341
100 C 1.802746 2.163594 2.990210
101 O 0.860518 2.934115 3.068868
102 O 3.045491 2.507229 2.541906
103 H 4.642311 1.291936 2.023208
104 H 4.415445 1.594906 3.763950
105 H 2.784607 -0.210252 1.916539
106 H 3.296681 -0.511990 3.595867
107 C 1.312483 -3.691300 5.406098
108 C 1.890819 -3.951714 4.053063
109 O 2.766743 -2.857806 3.857516
110 C 3.102528 -2.391902 5.095999
111 O 3.972455 -1.563596 5.307712
112 O 2.338843 -2.974363 6.066049
113 H 1.077367 -4.614302 5.943152
114 H 0.414978 -3.065370 5.363937
115 H 2.470810 -4.879976 4.017861
116 H 1.125975 -3.980677 3.272145
117 C 0.740484 5.118547 5.372760
118 C 2.115283 5.066877 5.956070
119 O 1.933793 5.578361 7.262806
120 C 0.622640 5.380982 7.587732
121 O 0.156645 5.548036 8.702464
122 O -0.098222 4.971545 6.503207
123 H 0.563581 4.315703 4.651799
124 H 0.524645 6.079990 4.895138
125 H 2.501293 4.044485 6.026834
126 H 2.828252 5.677987 5.395820
127 C -8.711532 5.962195 -4.986545
128 C -9.625791 4.819536 -5.288957
129 O -10.076128 5.101363 -6.600401
130 C -9.136330 5.905172 -7.178611
131 O -9.118027 6.202707 -8.361329
132 O -8.219732 6.331418 -6.261203
133 H -7.891353 5.674900 -4.322911
134 H -9.239849 6.816486 -4.550481
135 H -9.104230 3.856597 -5.293333
136 H -10.467512 4.764677 -4.593144
137 C 9.474247 -7.625689 2.511019
138 C 9.622540 -6.143954 2.386662
139 O 9.363161 -5.904807 1.016390
140 C 8.606048 -6.948422 0.567722
141 O 8.060096 -6.984628 -0.522375
142 O 8.538913 -7.945125 1.498073
143 H 9.099342 -7.925679 3.493409
144 H 10.409596 -8.158061 2.309063
145 H 8.886502 -5.598288 2.986492
146 H 10.625309 -5.801960 2.657128
147 C 5.069110 3.711877 9.778789
148 C 4.154851 2.569219 9.476376
149 O 3.704513 2.851045 8.164933
150 C 4.644312 3.654854 7.586723
151 O 4.662614 3.952390 6.404005
152 O 5.560910 4.081101 8.504130
153 H 5.889288 3.424583 10.442423
154 H 4.540793 4.566168 10.214854
155 H 4.676412 1.606280 9.472001
156 H 3.313131 2.514359 10.172190

Forces on atoms 1 to 2 (eV/Å):
C 0.3348 0.5568 0.4394
C 0.4929 1.2997 0.6257

HOMO level, eV: -2.1
Lowest unoccupied orbital energy, eV: 1.5
Total charge: -1

No. 2
Computed, not measured: an isolated molecule of C2HN5 in a non-equilibrium geometry, with ωB97M-V with the def2-TZVPD basis set.

Cartesian coordinates (Å):
1 N 2.912795 0.138932 0.280620
2 C 1.710268 -0.281625 -0.167020
3 C 0.236926 -0.339390 -0.277603
4 N -0.686208 -1.183365 -0.095782
5 N -1.918122 -0.458244 0.308457
6 N -1.626986 0.761822 0.018622
7 N -0.321717 0.980724 -0.113974
8 H -0.201496 2.047009 -0.117864

Forces on atoms 1 to 2 (eV/Å):
N -12.0310 -4.3939 -4.7445
C 10.5214 3.5369 4.2613

HOMO level, eV: -11.2
Lowest unoccupied orbital energy, eV: -0.8
Total charge: 0

No. 3
Computed, not measured: a structure of composition C44H48B2BiBrN18O2S, with ωB97M-V with the def2-TZVPD basis set.

Cartesian coordinates (Å):
1 Bi -1.203812 -0.167113 0.069172
2 C 1.957479 0.857234 1.966858
3 C 1.276335 1.975899 1.250709
4 C 1.778491 3.255431 0.994017
5 C 0.745322 3.927632 0.376529
6 N -0.305526 3.097526 0.283190
7 N 0.024974 1.888294 0.792342
8 B -1.734463 3.420216 -0.242475
9 N -2.802130 2.673412 0.632201
10 C -3.818312 3.266904 1.277790
11 C -4.610387 2.294219 1.851045
12 C -4.013296 1.084217 1.501570
13 C -4.442440 -0.293709 1.869472
14 N -2.928901 1.327514 0.754537
15 N -1.811807 2.919039 -1.686869
16 C -1.991542 3.536285 -2.869178
17 C -1.718998 2.629070 -3.867432
18 C -1.368527 1.445813 -3.201075
19 C -0.941820 0.151643 -3.806610
20 N -1.428040 1.629020 -1.883622
21 N -1.993212 4.904360 -0.079665
22 C -1.712713 5.669886 1.008888
23 C -2.437593 6.826364 0.911589
24 C -3.177513 6.686294 -0.284907
25 C -4.151760 7.644090 -0.888159
26 N -2.915935 5.527433 -0.861649
27 H 2.948481 1.180522 2.282701
28 H 1.394573 0.561256 2.852715
29 H 2.071568 -0.027187 1.343554
30 H 2.753530 3.636703 1.243735
31 H 0.681138 4.940832 0.017419
32 H -3.922823 4.338941 1.278557
33 H -5.501999 2.434858 2.436625
34 H -5.403261 -0.255180 2.378467
35 H -4.544854 -0.927435 0.988997
36 H -3.716838 -0.766138 2.534175
37 H -2.305613 4.563574 -2.899622
38 H -1.764738 2.793398 -4.930357
39 H -0.151701 0.315603 -4.541194
40 H -0.559336 -0.536167 -3.053412
41 H -1.767562 -0.337136 -4.323987
42 H -1.028869 5.336042 1.771940
43 H -2.432885 7.661087 1.591574
44 H -3.907925 8.669394 -0.614260
45 H -4.144893 7.561591 -1.973435
46 H -5.166103 7.439544 -0.542134
47 C 7.252119 -1.788090 4.837512
48 O 7.859994 -2.629330 3.866717
49 C 7.539998 -2.445670 2.573653
50 C 6.680391 -1.446812 2.112158
51 C 6.403764 -1.354629 0.759431
52 C 6.984462 -2.246433 -0.137057
53 C 7.902457 -3.195046 0.320889
54 C 8.154595 -3.316087 1.666735
55 N 6.786201 -2.201405 -1.541907
56 N 5.705543 -1.857529 -2.043164
57 C 4.463308 -1.845651 -1.443223
58 C 3.993375 -2.945130 -0.691734
59 C 2.725033 -2.972546 -0.197770
60 C 1.808203 -1.888714 -0.425456
61 O 0.664456 -1.895688 0.056080
62 C 2.281350 -0.761083 -1.249237
63 N 1.412640 0.241514 -1.437561
64 C 1.815785 1.287374 -2.136317
65 C 3.089395 1.378872 -2.709645
66 C 3.979575 0.351247 -2.530760
67 C 3.581248 -0.757001 -1.765113
68 H 7.611474 -2.137298 5.800033
69 H 6.163811 -1.872474 4.802225
70 H 7.549456 -0.747029 4.695220
71 H 6.239598 -0.735732 2.794509
72 H 5.758190 -0.561473 0.405461
73 H 8.390501 -3.839085 -0.398398
74 H 8.838860 -4.061125 2.048314
75 H 4.670876 -3.767978 -0.505727
76 H 2.368193 -3.796425 0.405463
77 H 1.099190 2.090567 -2.255429
78 H 3.353448 2.254680 -3.285757
79 H 4.969963 0.377967 -2.965815
80 B -0.516303 -2.622262 2.890511
81 N -1.674127 -3.096207 1.960899
82 C -2.359220 -4.234649 2.113610
83 C -3.293543 -4.338618 1.098679
84 C -3.106781 -3.178623 0.355162
85 N -2.125031 -2.433047 0.872082
86 N -0.844679 -1.169740 3.348054
87 C -0.893265 -0.732609 4.606269
88 C -1.179610 0.624928 4.603354
89 C -1.298602 0.943712 3.260291
90 N -1.090938 -0.144795 2.503688
91 H -0.549909 -3.314687 3.874529
92 H 0.547664 -2.650785 2.337421
93 H -2.137360 -4.886508 2.941550
94 H -4.012066 -5.122566 0.936853
95 H -3.655619 -2.844513 -0.506464
96 H -0.728109 -1.420249 5.418211
97 H -1.297138 1.278234 5.449491
98 H -1.524735 1.893677 2.807967
99 N -1.048007 -5.378158 -3.825603
100 C -0.495411 -4.689985 -2.806940
101 N -0.467345 -5.301874 -1.611135
102 S 0.095904 -3.135727 -3.011371
103 H -1.262514 -6.358254 -3.746332
104 H -0.939218 -4.992156 -4.746782
105 H -0.905364 -6.192747 -1.449737
106 H -0.180010 -4.755188 -0.817560
107 Br -6.490750 -1.252132 -5.047644
108 C -5.208533 -1.006581 -3.695373
109 C -5.298719 0.076745 -2.836980
110 C -4.331538 0.212535 -1.857415
111 N -3.322528 -0.647320 -1.696769
112 C -3.243529 -1.674805 -2.546414
113 C -4.161941 -1.901722 -3.556519
114 H -6.094441 0.801829 -2.925465
115 H -4.360689 1.058173 -1.182528
116 H -2.395686 -2.342556 -2.428164
117 H -4.051523 -2.748638 -4.218126

Forces on atoms 1 to 2 (eV/Å):
Bi 0.1139 0.2315 -0.0037
C 0.0300 0.0211 0.0232

2S+1: 2
HOMO level (alpha / beta), eV: -9.8 / -10.6
Lowest unoccupied orbital energy (alpha / beta), eV: -2.8 / -4.3
<S²>: 0.808
Total charge: +1